Record 1
The following is a DFT calculation (ωB97M-V/def2-TZVPD) of a single C2H4N2O molecule in a non-equilibrium geometry.

As for the SMILES: [H]/N=C/NC=O. Its LUMO energy is 0.026 Ha. The HOMO energy comes out at -9.957 eV.

XYZ file:
```
9
Properties=species:S:1:pos:R:3:mulliken_charge:R:1
O -2.17885 -0.07251 0.18704 -0.523
N 1.82149 -0.68080 -0.00557 -0.599
N -0.07188 0.58000 -0.20568 -0.184
C 1.29878 0.47051 0.08538 0.089
C -1.04755 -0.41430 -0.13618 0.074
H -0.64270 -1.44368 -0.21373 0.369
H 2.81724 -0.54955 0.33532 0.244
H -0.36330 1.53821 -0.14174 0.240
H 1.86490 1.40339 0.30726 0.289
```



Record 2
The following is a DFT calculation (ωB97M-V/def2-TZVPD) of 2 unconnected molecules or ions with the total composition C7H14N2 in a non-equilibrium geometry.

As for the SMILES: CCc1c[nH]cn1.CC. Its LUMO energy is 0.035 Ha. The HOMO energy comes out at -8.605 eV.

XYZ file:
```
23
Properties=species:S:1:pos:R:3:mulliken_charge:R:1
N 1.17128 0.41412 -1.07931 -0.526
N 1.10097 -1.23766 -2.50666 -0.273
C 0.23293 -0.02321 3.09404 -0.731
C -2.46177 0.70049 -0.77776 -1.003
C -0.16996 -0.02021 -1.02101 0.461
C -0.27361 -1.08039 -1.89597 -0.490
C -1.06109 0.54887 -0.07182 0.128
C 1.90940 -0.17255 -1.93632 -0.181
C 0.14324 0.71196 4.45359 -0.815
H -1.19751 -1.63862 -1.79534 0.290
H 2.85180 0.09948 -2.31270 0.419
H 1.02653 0.53634 5.14682 0.248
H -0.52671 1.40353 0.42555 0.321
H -0.77058 -0.44959 2.83252 0.215
H 1.51337 -2.09686 -2.45312 0.232
H -2.34480 1.33360 -1.70888 0.304
H 0.79173 -1.00184 2.93748 0.360
H -3.30515 1.34124 -0.30747 0.304
H 0.64524 0.58871 2.27713 0.251
H -0.91410 -0.19124 0.94281 -0.243
H 0.10984 1.82283 4.26927 0.247
H -0.79941 0.31376 4.89521 0.238
H -2.90080 -0.28616 -1.11600 0.245
```



Record 3
The following is a DFT calculation (ωB97M-V/def2-TZVPD) of a molecular structure, C49H42BrClI2N9O2PSSr in a non-equilibrium geometry.

Its LUMO energy is 0.007 Ha. The HOMO energy comes out at -6.868 eV.

XYZ file:
```
109
Properties=species:S:1:pos:R:3:mulliken_charge:R:1
I -4.90694 1.41550 -5.59110 0.068
I 4.51226 -2.10369 1.47510 0.251
Sr 0.66747 -0.85437 -0.26399 2.344
Br 7.48059 -3.62441 2.71902 -0.202
Cl -1.03305 -2.21693 2.18058 0.188
S 1.21338 -3.66488 0.00173 -0.452
P -3.02965 0.21368 1.51941 1.237
O 1.08389 0.13324 -2.08098 -0.225
O 1.67394 -0.85016 2.03687 -0.130
N 5.80666 4.98250 -1.61483 -0.529
N -1.10168 -4.96109 0.14574 -0.341
N 3.73512 0.74750 -0.88936 0.252
N 0.58120 1.89109 0.69661 1.647
N 1.95348 1.01705 3.26884 0.117
N -1.56612 2.15361 -3.17104 0.400
N -0.51080 -2.16657 -1.93644 1.122
N -2.07281 1.15673 -2.43135 -0.363
N -1.10836 -3.30681 -1.42173 -1.338
C 4.08552 -0.02090 -1.92338 -0.477
C 1.25696 -1.01589 4.40165 -1.580
C -0.43688 -3.93306 -0.49852 -0.005
C -3.35067 1.54691 -4.24203 -0.951
C -1.74818 2.90684 5.07468 -0.688
C 6.88698 -4.00221 0.96356 0.139
C 2.51791 1.78004 2.16411 -0.792
C 4.99859 2.53098 -1.85287 0.111
C -3.17002 0.78666 -3.06953 -0.282
C -2.71908 -2.38078 2.56993 0.922
C -5.31734 1.97264 1.29394 -0.128
C -0.70021 -1.93227 -3.17756 -1.731
C 5.44844 3.89545 -1.73553 -0.104
C -5.36022 -2.71828 3.29872 -0.883
C -6.32205 0.48878 -0.82932 -0.636
C -4.62977 0.84085 0.86809 -0.253
C -5.15017 0.10284 -0.19997 -0.579
C -6.98851 1.63613 -0.41210 -0.572
C 7.26497 -5.19454 -1.08868 -0.460
C -0.38560 -0.74953 -5.29815 -0.540
C -6.48775 2.36944 0.65229 -0.679
C 1.62792 -0.28803 3.13564 0.402
C 4.89958 0.42034 -2.95367 -0.975
C -3.61789 -1.33167 2.33934 -0.814
C 0.16882 0.21326 -6.12271 -0.853
C 5.36659 1.72023 -2.92162 -0.362
C -0.28556 3.95527 -0.15683 -0.861
C 1.06094 1.13204 -5.56907 -0.670
C 1.50551 2.57905 1.37721 0.278
C -2.40217 0.73994 4.23799 -0.686
C 5.33654 -3.78407 -0.85787 -0.160
C -2.67144 1.27779 2.97919 0.313
C -2.01802 3.45801 3.82755 -0.825
C 1.56880 3.96600 1.34493 -0.524
C 5.72693 -3.44096 0.43230 0.087
C 1.36285 1.08405 -4.22033 -0.242
C -4.45281 -3.74767 3.49344 -0.593
C 0.66271 4.66590 0.55951 -0.978
C -1.94745 1.54798 5.27547 -0.576
C -2.28712 2.41076 -4.28266 -0.302
C -4.94514 -1.52610 2.72471 -0.161
C 0.79033 0.12317 -3.35362 -0.318
C -0.29587 2.57314 -0.04764 -0.314
C 4.18158 1.99475 -0.85992 0.126
C 7.65551 -4.87177 0.20074 -0.453
C -2.46862 2.65012 2.79342 -0.439
C -3.12666 -3.58096 3.13291 -0.740
C 6.10083 -4.65631 -1.61505 -0.863
C -0.10454 -0.82329 -3.93009 1.002
H -1.87690 -5.36335 -0.36186 0.241
H 5.15558 -0.24238 -3.77032 0.499
H 3.28669 2.44217 2.55961 0.452
H -3.78114 -0.02225 -2.69746 0.676
H 0.69923 5.74739 0.51113 0.491
H -1.05731 -1.49080 -5.72381 0.401
H -2.00362 3.16061 -5.00646 0.473
H -1.04014 1.97510 -0.57367 0.073
H -2.56159 -0.31649 4.41965 0.420
H -4.62554 -0.79154 -0.52778 0.611
H 8.55888 -5.29042 0.62493 0.377
H -5.66346 -0.73220 2.56963 0.500
H -4.96416 2.54061 2.14474 0.466
H 3.67650 -1.02666 -1.93090 0.527
H 5.78029 -4.91683 -2.61556 0.403
H 2.01160 -0.84029 5.17049 0.508
H -1.87329 4.51913 3.65680 0.431
H -2.40123 -4.37175 3.27936 0.455
H -6.71103 -0.09637 -1.65556 0.454
H 4.41300 -3.38289 -1.25524 0.406
H -7.01073 3.25649 0.99178 0.421
H -2.65486 3.09071 1.82084 0.645
H -1.39593 3.53378 5.88576 0.399
H -7.89423 1.95241 -0.91627 0.375
H -1.01318 4.45998 -0.78211 0.636
H -4.77702 -4.68805 3.92542 0.372
H -6.39609 -2.84116 3.59240 0.413
H -0.64298 2.49210 -2.95541 0.177
H -0.49220 -5.61197 0.60690 0.227
H 3.87460 2.61724 -0.02410 0.289
H 2.98410 1.06227 1.48836 -0.263
H 1.52892 1.88021 -6.20076 0.402
H 1.79322 1.47373 4.14919 0.243
H 1.18603 -2.07969 4.19091 0.304
H 7.86776 -5.87560 -1.67559 0.366
H 2.32895 4.48819 1.91529 0.529
H 5.99876 2.11138 -3.70699 0.506
H -0.06951 0.24381 -7.17958 0.403
H 2.06602 1.78712 -3.77947 0.448
H 0.29174 -0.65809 4.76395 0.214
H -1.30654 -2.64079 -3.74370 0.202
H -1.75281 1.11200 6.24974 0.448
```



Record 4
The following is a DFT calculation (ωB97M-V/def2-TZVPD) of a molecular structure, C28H27AuBrN2O2 in a non-equilibrium geometry.

Its charge is -1. Its LUMO energy is 0.038 Ha. The HOMO energy comes out at -2.633 eV.

XYZ file:
```
61
Properties=species:S:1:pos:R:3:mulliken_charge:R:1
Au -0.00401 -1.32813 0.22869 0.517
Br -5.94747 -5.06248 2.49985 -0.222
O -1.93384 -1.14535 0.61330 -0.851
O 1.26585 2.92608 -1.12218 -0.834
N 1.98536 -1.59139 -0.00116 -0.284
N 0.16449 -3.30956 1.05210 -0.469
C 3.99193 -4.71849 0.08946 -0.742
C 0.11923 3.07574 -0.64819 0.609
C -2.20729 2.28980 -0.56951 0.001
C -0.88755 -4.01487 1.40989 0.170
C -1.23458 3.25636 1.34567 -0.544
C 4.60583 -2.34900 -0.53372 -0.503
C 2.35860 3.91556 1.58443 -1.516
C -4.03026 -1.89529 0.86256 -0.740
C 2.41727 -2.88060 0.26275 0.511
C -2.65294 -2.22367 0.84838 0.685
C 0.99040 4.56130 1.27146 0.350
C 1.76363 -5.18382 0.83755 -0.446
C -4.57907 -3.99603 1.89872 -0.026
C 1.42128 -3.86095 0.72874 0.458
C -2.29723 2.58108 0.74985 -1.081
C 2.87760 -0.66409 -0.32610 0.079
C -4.98897 -2.68733 1.42201 -0.418
C -2.23068 -3.55073 1.33583 0.075
C 3.69009 -3.32354 -0.10262 0.769
C -1.06995 2.59192 -1.32896 -0.106
C -0.06035 1.63535 -3.38765 -1.130
C 1.24862 5.75624 0.37519 -1.289
C -1.06619 2.63282 -2.83277 0.780
C 4.20537 -0.97790 -0.52726 -0.783
C -3.26173 -4.33570 2.00068 -0.658
C -0.05072 3.62606 0.69623 0.220
C -2.44641 2.45782 -3.48413 -1.663
C 3.03861 -5.64672 0.42230 -0.721
H -2.35276 2.43468 -4.53375 0.458
H 0.03865 1.53799 -4.47087 0.434
H 2.20112 2.91052 2.07046 0.310
H 2.86967 4.65730 2.23584 0.465
H -0.73276 3.63457 -2.97441 0.337
H -1.41622 3.48975 2.45330 0.071
H 2.99003 3.70314 0.71784 0.247
H -4.32364 -0.94409 0.45879 0.456
H -3.09994 3.35946 -3.15316 0.278
H -2.97549 -5.08723 2.71869 0.347
H -3.07846 2.16265 1.42117 0.217
H -3.10829 2.05626 -1.05819 0.316
H 2.46125 0.35758 -0.54688 0.392
H 5.60919 -2.67573 -0.83926 0.384
H -2.89430 1.58452 -3.06878 0.317
H 5.01701 -5.06904 -0.12936 0.292
H -0.26090 0.61414 -2.99200 0.140
H 0.92381 1.94567 -3.06823 0.276
H 3.32009 -6.70548 0.54056 0.337
H 2.26745 6.07712 0.66416 0.336
H 0.54508 4.93791 2.19709 0.461
H 4.89480 -0.15165 -0.68993 0.423
H -5.96843 -2.41553 1.58080 0.525
H 1.12079 5.47658 -0.69373 0.276
H -0.77815 -5.10402 1.65690 0.123
H 0.53264 6.51068 0.65428 0.312
H 1.00282 -5.85826 1.17728 0.270
```



Record 5
The following is a DFT calculation (ωB97M-V/def2-TZVPD) of a molecular structure, C15H18BCuN2O2 in a non-equilibrium geometry.

Its LUMO energy is -0.135 Ha. The HOMO energy comes out at -7.047 eV.

XYZ file:
```
39
Properties=species:S:1:pos:R:3:mulliken_charge:R:1
Cu 2.15452 -3.49601 -4.53654 0.537
O -1.10491 0.51625 -1.35263 -0.909
O 0.07201 2.17621 -0.09808 -0.853
N 2.18768 -2.99234 -1.19554 -0.633
N 2.28922 1.16936 -0.23325 -0.173
C -4.05205 0.35662 2.58301 -0.248
C -3.59632 0.96717 0.33432 -0.532
C -0.11597 -1.78323 -2.40356 -0.598
C 0.41766 -2.99777 -2.87189 -0.517
C 0.01453 0.00083 -0.72931 0.650
C -1.89690 1.14051 2.00866 -0.116
C -4.48334 0.50035 1.28246 -0.598
C 1.52625 -3.51901 -2.22003 0.000
C 3.64515 0.73743 1.76323 -1.092
C 2.42675 1.51714 1.19048 -0.081
C 1.68523 -1.85576 -0.74375 -0.272
C 0.93183 1.26160 -0.74684 -0.244
C 0.54349 -1.26766 -1.32361 0.198
C -2.77959 0.67595 2.97463 -0.658
C -2.29502 1.28435 0.69704 0.263
B -1.30480 1.78062 -0.52405 1.202
H -3.89593 1.07969 -0.70627 0.265
H -4.74747 -0.03368 3.32784 0.315
H -2.47697 0.53342 4.00959 0.377
H 1.90369 -4.49791 -2.59041 0.398
H -0.86758 1.37866 2.27842 0.252
H -0.97250 -1.29522 -2.85269 0.542
H 2.16269 -1.35512 0.09330 0.275
H -1.85288 2.66613 -1.15271 -0.346
H 1.05573 1.67999 -1.76487 0.276
H -0.06716 -0.22231 0.35760 -0.030
H 2.68736 2.57987 1.27809 0.386
H -5.48695 0.23967 0.95199 0.352
H 1.54019 1.28060 1.77642 -0.057
H 3.72014 -0.25276 1.29610 0.259
H -0.04016 -3.51011 -3.72772 0.466
H 4.58555 1.25177 1.52955 0.317
H 2.91018 1.72333 -0.80479 0.309
H 3.57668 0.58132 2.84582 0.318
```